Density functional theory data (wB97M-V/def2-TZVPD) for a 2-piece molecular cluster, C11H20NOS2 overall in a non-equilibrium geometry.

Positions of all 35 atoms, in Å:
C (1.4932, -0.4624, -0.7453)
C (0.2036, -1.0290, -1.2347)
C (-0.9277, -0.3979, -1.6931)
N (-1.9368, -0.9642, -2.4278)
C (-3.0628, -0.0943, -2.8010)
C (-4.3164, -0.8578, -3.2184)
O (-3.9827, -1.8838, -4.1451)
C (-3.1115, -2.8626, -3.6027)
C (-1.7842, -2.2551, -3.1080)
H (2.1657, -1.3192, -0.5843)
H (2.0077, 0.1943, -1.4577)
H (1.4685, 0.0813, 0.2087)
H (0.2815, -2.1110, -1.3570)
H (-1.1071, 0.6504, -1.4296)
H (-3.3088, 0.5532, -1.9551)
H (-2.7853, 0.5491, -3.6521)
H (-4.8221, -1.2732, -2.3291)
H (-5.0118, -0.2179, -3.7835)
H (-3.5953, -3.4131, -2.7710)
H (-2.9070, -3.5389, -4.4484)
H (-1.1327, -2.1421, -3.9980)
H (-1.2902, -2.9443, -2.4170)
C (3.3436, 2.0411, 5.1221)
C (1.9380, 2.5718, 4.8409)
S (0.9367, 1.6303, 3.6507)
C (1.9588, 1.3178, 2.3435)
S (3.5419, 0.7901, 2.5560)
C (4.2086, 1.8504, 3.8742)
H (3.8602, 2.7775, 5.7791)
H (3.2585, 1.0671, 5.6494)
H (1.3192, 2.5064, 5.7562)
H (1.9543, 3.6189, 4.4950)
H (1.5378, 1.4455, 1.3426)
H (4.4690, 2.8130, 3.4015)
H (5.1356, 1.3085, 4.1389)

The energy above the lowest of the compared OMol25 structures with the same formula, charge and spin is 74.8 kJ/mol. The HOMO-LUMO gap is 3.209 eV. Its total charge is +1.

***

Density functional theory data (wB97M-V/def2-TZVPD) for an isolated molecule of C11H20O2Se in a non-equilibrium geometry.

Positions of all 34 atoms, in Å:
C (-4.3672, -1.9002, 0.0129)
O (-4.6093, -0.5325, -0.0101)
C (-3.6636, 0.3845, -0.2723)
C (-2.3989, 0.0770, -0.6379)
Se (-1.1627, 1.4138, -1.1587)
C (0.1232, 1.4562, 0.4772)
C (-0.6289, 1.0080, 1.8105)
C (0.5523, 2.9511, 0.5546)
C (1.2895, 0.5555, 0.2674)
C (2.1635, 0.7867, -1.0528)
C (2.1867, -0.4875, -1.8438)
C (1.6837, -1.5172, -0.8344)
C (2.8088, -2.0412, -0.0935)
O (0.8042, -0.7805, -0.0026)
H (-3.5484, -2.3166, 0.6183)
H (-4.3325, -2.2795, -1.1217)
H (-5.2652, -2.3630, 0.5497)
H (-4.0873, 1.3819, -0.5007)
H (-2.2430, -0.9701, -0.8486)
H (0.0312, 0.9465, 2.6847)
H (-1.1868, 0.0092, 1.5964)
H (-1.4175, 1.6643, 1.9603)
H (-0.1013, 3.7038, 0.7969)
H (0.9399, 3.2880, -0.4053)
H (1.3549, 3.0019, 1.2157)
H (1.8972, 0.4028, 1.1835)
H (3.0707, 1.1434, -0.8494)
H (1.7098, 1.5308, -1.7283)
H (1.4621, -0.4763, -2.6987)
H (3.1500, -0.7693, -2.3196)
H (1.0303, -2.3242, -1.2859)
H (2.6441, -2.4022, 1.0261)
H (3.4449, -1.1714, 0.1836)
H (3.3540, -2.8478, -0.7373)

The energy above the lowest of the compared OMol25 structures with the same formula, charge and spin is 86.6 kJ/mol. As for the SMILES: CO/C=C/[Se]C(C)(C)[C@@H]1CC[C@@H](C)O1. The HOMO-LUMO gap is 8.933 eV. Its total charge is 0.

***

Density functional theory data (wB97M-V/def2-TZVPD) for an isolated ion of composition C11H21BrNO3 and charge +1 in a non-equilibrium geometry.

Positions of all 37 atoms, in Å:
C (-2.8263, -1.0527, -0.7601)
C (-2.2129, -0.7676, -2.2627)
Br (-1.9075, -2.4757, -3.3362)
C (-0.9815, 0.2906, -2.3375)
C (0.4213, -0.0871, -1.6430)
C (0.5165, -1.4135, -0.7173)
O (1.9643, -1.7878, -0.5877)
C (2.7428, -0.6959, 0.0090)
C (2.4184, 0.8014, -0.5883)
N (0.9650, 1.1052, -0.8222)
C (0.1256, 1.5020, 0.3359)
C (0.7737, 1.6088, 1.8105)
C (0.4878, 0.2873, 2.7971)
C (-1.1308, 0.0637, 3.0939)
O (-2.0490, 1.0328, 3.1211)
O (-1.5685, -1.3537, 3.3140)
H (-3.9255, -1.4400, -0.8965)
H (-2.9254, 0.0053, -0.2161)
H (-2.1826, -1.7785, -0.1023)
H (-3.1148, -0.2491, -2.8537)
H (-0.7668, 0.4680, -3.5000)
H (-1.4179, 1.3407, -1.9706)
H (1.2298, -0.2201, -2.5129)
H (-0.0086, -2.3779, -1.1205)
H (0.1232, -1.2818, 0.4021)
H (3.8818, -0.9126, -0.2792)
H (2.7360, -0.6756, 1.1930)
H (2.9399, 0.8311, -1.6629)
H (3.0030, 1.6357, 0.0348)
H (0.9434, 1.9103, -1.5202)
H (-0.3645, 2.5618, 0.0856)
H (-0.8093, 0.7626, 0.4094)
H (0.1899, 2.4909, 2.3695)
H (1.9012, 1.9021, 1.8912)
H (0.9695, 0.5731, 3.8424)
H (0.8977, -0.7135, 2.3562)
H (-1.0388, -1.8902, 2.6246)

As for the SMILES: C[C@H](Br)C[C@@H]1COCC[N@@H+]1CCCC(=O)O. The HOMO-LUMO gap is 9.937 eV. Its total charge is +1.

***

Density functional theory data (wB97M-V/def2-TZVPD) for an isolated ion of composition C11H21Cl2FN2O3PS3 and charge +1 in a non-equilibrium geometry.

Positions of all 44 atoms, in Å:
C (3.0420, -0.4663, 2.6347)
C (3.1209, -0.9663, 1.1298)
C (1.7757, -1.5558, 0.5831)
F (2.1068, -2.7497, -0.0927)
C (0.9709, -0.5715, -0.4140)
C (1.7947, -0.7692, -1.7487)
C (1.5712, 0.3461, -2.8270)
O (0.3965, 0.1172, -3.6186)
N (-0.3670, -1.2584, -0.3918)
S (-0.9921, -2.4689, -1.4635)
C (-1.1547, -0.9050, 0.6242)
C (-2.5399, -1.5139, 0.9671)
Cl (-2.2497, -3.1525, 1.7570)
C (-3.4034, -0.6793, 1.9735)
C (-3.7438, 0.7813, 1.4886)
Cl (-2.7352, -0.6593, 3.6755)
S (-0.3489, 0.4204, 1.6109)
C (0.6500, 0.8748, 0.0902)
S (2.0180, 2.0998, 0.3083)
P (-0.6374, 1.9195, -0.8668)
N (-1.5437, 2.6267, 0.2488)
O (-1.6457, 0.9952, -1.8317)
O (0.0995, 3.1914, -1.7241)
H (4.0117, -0.7750, 3.1119)
H (3.0280, 0.6466, 2.6754)
H (2.2398, -0.9618, 3.2271)
H (3.8568, -1.8160, 1.1340)
H (3.5789, -0.2033, 0.4479)
H (1.1680, -1.8704, 1.4607)
H (1.5562, -1.7428, -2.2534)
H (2.8997, -0.8114, -1.5625)
H (2.4379, 0.2742, -3.5443)
H (1.6229, 1.3738, -2.3912)
H (0.0243, 0.9645, -3.8897)
H (-1.8905, -1.7704, -2.2567)
H (-3.1838, -1.7195, 0.0772)
H (-4.3842, -1.2184, 2.0561)
H (-3.0164, 1.4659, 1.9968)
H (-3.6238, 0.8316, 0.3743)
H (-4.7607, 1.1086, 1.7973)
H (2.9169, 1.8318, -0.7158)
H (-1.4506, 3.6407, 0.1666)
H (-2.5058, 1.4481, -1.8072)
H (-0.6379, 3.6481, -2.1621)

The HOMO-LUMO gap is 7.684 eV. Its total charge is +1.

***

Density functional theory data (wB97M-V/def2-TZVPD) for C11H21Cl3GeN3Ru as an isolated structure in a non-equilibrium geometry.

Positions of all 40 atoms, in Å:
Ru (-0.2249, -0.2198, 0.0707)
N (0.2803, 0.8350, -1.7616)
C (1.7502, 1.1096, -1.9044)
C (2.4062, 1.0092, -0.5500)
N (1.8604, -0.1651, 0.2015)
C (2.4284, -1.4909, -0.2104)
C (1.6868, -2.0420, -1.4021)
N (0.2122, -1.8700, -1.1687)
H (-0.0682, 0.4373, -2.6329)
H (-0.2060, 1.7293, -1.6920)
H (1.8969, 2.1038, -2.3241)
H (2.1709, 0.4033, -2.6127)
H (2.1891, 1.8906, 0.0477)
H (3.4892, 0.9108, -0.6431)
H (2.1334, -0.0310, 1.1729)
H (2.3433, -2.1571, 0.6480)
H (3.4902, -1.3860, -0.4409)
H (1.9167, -3.0973, -1.5479)
H (1.9517, -1.5310, -2.3208)
H (-0.1385, -2.7299, -0.7592)
H (-0.2625, -1.8145, -2.0699)
C (-3.5754, 1.2364, 1.6978)
C (-2.5484, 0.1617, 1.6180)
C (-1.3755, 0.2030, 2.4008)
C (-0.3910, -0.7954, 2.3352)
C (-0.6140, -1.9221, 1.5336)
C (-1.8084, -1.9964, 0.7805)
C (-2.7164, -0.9385, 0.7586)
H (-3.8046, 1.6386, 0.7095)
H (-3.2674, 2.0443, 2.3571)
H (-4.5072, 0.8135, 2.0853)
H (-1.2136, 1.0742, 3.0223)
H (0.4936, -0.6949, 2.9516)
H (0.0840, -2.7494, 1.5339)
H (-2.0187, -2.8792, 0.1863)
H (-3.6067, -1.0091, 0.1443)
Cl (-0.3770, 2.3748, 0.6675)
Ge (-0.1519, 4.4636, 1.9764)
Cl (-0.8763, 3.7465, 3.8290)
Cl (1.9309, 4.7625, 1.9253)

The energy above the lowest of the compared OMol25 structures with the same formula, charge and spin is 0.0 kJ/mol. The HOMO-LUMO gap (alpha / beta) is 4.230 / 4.231 eV. Its total charge is +3.

***

Density functional theory data (wB97M-V/def2-TZVPD) for a 2-piece molecular cluster, C11H21ClN3O4P overall in a non-equilibrium geometry.

Positions of all 41 atoms, in Å:
C (1.4368, -3.3271, -0.1731)
C (0.6356, -1.9138, -0.5635)
N (1.6644, -0.8102, -0.4726)
C (1.0634, 0.5399, -0.1590)
C (0.1626, 1.2026, -1.3561)
C (-1.4159, 0.9495, -0.9891)
N (-2.1719, 0.2035, -2.0824)
C (-3.5625, 0.0591, -1.5040)
P (-4.9879, -0.8386, -2.4811)
O (-4.3047, -1.5071, -3.9446)
O (-5.5801, -2.1083, -1.4098)
C (-3.6682, 0.7594, 0.0033)
N (-2.2533, 1.3109, 0.2173)
Cl (-1.7103, 2.1974, 1.6142)
C (2.6134, -0.7822, -1.6483)
C (4.1849, -0.3601, -1.3300)
O (2.3241, -1.1074, -2.9137)
H (2.5697, -3.3084, -0.4652)
H (1.3846, -3.5798, 0.9736)
H (0.9471, -4.2322, -0.7748)
H (0.1187, -2.0017, -1.6210)
H (-0.1263, -1.7424, 0.3224)
H (1.9434, 1.2987, 0.0981)
H (0.3946, 0.4716, 0.8016)
H (0.3665, 2.3759, -1.4237)
H (0.3450, 0.7650, -2.4249)
H (-1.7533, -0.0971, -2.9976)
H (-3.3333, -1.2364, -4.0084)
H (-5.2572, -1.7928, -0.4939)
H (-4.6039, 0.7952, 0.7107)
H (4.9539, -0.9370, -2.0035)
H (4.3786, -0.6708, -0.2036)
H (4.2827, 0.8073, -1.3684)
C (1.4265, 2.6041, 4.8739)
C (0.7991, 2.0209, 3.5953)
O (1.6113, 1.0682, 3.1670)
H (2.4148, 3.0411, 4.6832)
H (0.7874, 3.4020, 5.2698)
H (1.5305, 1.8474, 5.6617)
H (0.6180, 2.8884, 2.9417)
H (-0.2287, 1.7454, 3.8785)

The HOMO-LUMO gap is 4.066 eV. Its total charge is 0.

***

- What is the total charge in the sixth record?
  0

***

- Look up the total charge of the fifth one.
  +3

***

- What is the total charge in the fifth record?
  +3